{"formula": "C2H3N3O3", "method": "ωB97M-V/def2-TZVPD", "total_charge": 0, "homo_ev": -9.7801, "lumo_ha": 0.0063, "e_tot_ev": -12729.451, "relative_energy_ev": 4.5070, "spin_multiplicity": 1, "homo_lumo_gap_ev": 9.952, "symbols": ["C", "C", "H", "H", "H", "N", "N", "N", "O", "O", "O"], "positions_angstrom": [[1.066836, -0.057898, 0.085882], [-1.323988, -0.397413, 0.004291], [2.808127, 0.112167, -0.256677], [-0.570015, -2.415584, 0.767931], [-1.370998, 2.304461, -0.430295], [0.918662, -1.323521, 0.095849], [-0.483620, -1.457097, -0.227378], [-0.220194, 0.551809, -0.353116], [2.126479, 0.717275, 0.046474], [-2.445239, 0.092500, 0.100668], [-0.506055, 1.873301, 0.166376]], "atomic_forces_ev_per_a": [[-3.9, 2.2, -2.2], [2.2, 5.0, -1.7], [0.9, 0.1, 0.1], [-0.9, 3.2, -4.3], [3.8, -2.4, 2.3], [-0.2, 1.5, -0.5], [-1.6, -9.1, 5.9], [0.2, 1.9, 2.6], [0.3, -0.5, 0.4], [1.6, -3.0, 0.2], [-2.5, 1.1, -2.8]]}